# 1
# C17H24Cl2MnNO5PTe

C17H24Cl2MnNO5PTe as an isolated structure in a non-equilibrium geometry (ωB97M-V/def2-TZVPD, the Open Molecules 2025 dataset).

Geometry as XYZ:
```
52
Properties=species:S:1:pos:R:3
Mn 0.2327 0.1091 -0.2023
Cl 0.0273 4.9894 0.5425
C 0.1343 3.7591 1.7084
C 0.1722 4.0714 3.0708
C 0.2526 3.1040 4.0597
Cl 0.3304 3.5618 5.6981
C 0.2801 1.7166 3.7075
C 0.3348 0.6393 4.6072
C 0.3514 -0.6472 4.1090
C 0.3411 -0.8589 2.7264
N 0.3056 0.1346 1.8559
C 0.2496 1.4045 2.3285
C 0.1805 2.3996 1.2989
O 0.1985 1.9633 0.0869
H 0.1311 5.1138 3.3533
H 0.3554 0.8267 5.6698
H 0.3701 -1.4993 4.7724
H 0.3460 -1.8657 2.3227
C 3.0432 2.1284 -0.5562
C 3.4039 0.6642 -0.6523
O 2.3158 -0.1570 -0.1654
C 2.6342 -1.5647 -0.1874
C 3.5959 -1.9616 0.9246
H 3.8610 2.7297 -0.9409
H 2.8696 2.4111 0.4797
H 2.1543 2.3446 -1.1503
H 4.2805 0.4562 -0.0329
H 3.6170 0.3830 -1.6911
H 3.0477 -1.8264 -1.1709
H 1.6677 -2.0881 -0.0505
H 4.5920 -1.5674 0.7445
H 3.6756 -3.0443 0.9623
H 3.2412 -1.6017 1.8880
C -1.2830 -4.1845 -2.1905
C -2.3969 -3.2139 -2.5302
O -2.5332 -2.2226 -1.4900
P -2.0338 -0.7323 -1.5150
O -1.6157 -0.3310 -0.1193
Te 0.0497 -0.3989 -2.7373
O -3.1921 0.2027 -1.9927
C -3.8456 -0.0187 -3.2719
C -4.7387 1.1621 -3.5880
H -1.2672 -4.9873 -2.9237
H -1.4546 -4.6241 -1.2124
H -0.3100 -3.6868 -2.2028
H -3.3619 -3.7251 -2.5668
H -2.2105 -2.7289 -3.4955
H -4.4334 -0.9385 -3.2044
H -3.0746 -0.1359 -4.0459
H -5.4919 1.2903 -2.8165
H -5.2424 0.9723 -4.5323
H -4.1594 2.0748 -3.6814
```

2S+1   4
Frontier orbital gap (alpha / beta)   6.985 / 5.448 eV
<S²>   3.924
Charge   +2
E_LUMO (alpha / beta)   -7.5820 / -9.2462 eV
Energy   -102680.1826 eV

---

# 2
# C3H3NS

A 2-piece molecular cluster, C3H3NS overall in a non-equilibrium geometry (ωB97M-V/def2-TZVPD, the Open Molecules 2025 dataset).

Geometry as XYZ:
```
8
Properties=species:S:1:pos:R:3
N 0.6028 1.2582 -0.4458
C 1.7765 1.2257 -0.2196
S 3.3273 1.0441 -0.5343
H -0.2826 1.5754 -0.3056
C -1.8676 -0.9810 0.5228
C -0.8294 -1.5207 0.2698
H -2.7547 -0.4877 0.3697
H 0.0278 -2.1140 0.3429
```

2S+1   1
Frontier orbital gap   10.071 eV
ΔE to the lowest compared entry with this formula, charge and spin   197.24 kJ/mol
SMILES   N=C=S.C#C
E_LUMO   0.6603 eV
Energy   -15481.7128 eV

---

# 3
# C13H8N5O8

A 2-piece molecular cluster, C13H8N5O8 overall in a non-equilibrium geometry (ωB97M-V/def2-TZVPD, the Open Molecules 2025 dataset).

Geometry as XYZ:
```
34
Properties=species:S:1:pos:R:3
C 3.7244 0.8265 -1.4157
O 3.6521 -0.3471 -0.5955
C 3.1008 -0.2372 0.6553
C 3.0337 0.9566 1.4220
C 2.2053 0.9913 2.5550
C 1.3938 -0.0761 2.8727
C 1.3641 -1.2175 2.0057
O 0.3240 -1.9817 1.9584
C 2.4852 -1.3798 1.1412
H 3.9261 0.4415 -2.4124
H 2.7853 1.3944 -1.4095
H 4.5507 1.4553 -1.0710
H 3.6309 1.8218 1.1387
H 2.1963 1.8816 3.1933
H 0.6737 -0.0847 3.6949
H 2.6405 -2.3237 0.6296
O 0.6858 -5.7627 -3.6644
N 1.1425 -5.6476 -2.5437
C 0.7709 -5.0656 -1.3456
C 1.8590 -5.1770 -0.4673
N 2.8682 -5.9044 -1.0395
O 2.4368 -6.2015 -2.2795
C 1.7791 -4.5515 0.8458
N 2.7893 -4.8051 1.8595
O 3.5936 -5.7472 1.7207
O 2.7471 -4.0859 2.8835
C 0.6066 -3.8374 1.2453
C -0.4870 -3.8200 0.3528
N -1.7225 -3.1456 0.3875
O -2.3514 -2.5678 1.2661
O -2.3139 -3.3134 -0.8767
N -1.5343 -4.1003 -1.7048
C -0.4170 -4.3842 -0.9493
H 0.5993 -3.4970 2.2583
```

2S+1   1
Frontier orbital gap   5.908 eV
ΔE to the lowest compared entry with this formula, charge and spin   47.75 kJ/mol
Charge   -1
E_LUMO   1.6720 eV
Energy   -37428.6001 eV